# 1
{"formula": "C43H45BInN3P2S", "method": "ωB97M-V/def2-TZVPD", "homo_energy_ev": -6.170, "homo_lumo_gap_ev": 5.833, "symbols": ["In", "C", "C", "C", "C", "C", "C", "C", "C", "C", "C", "H", "H", "H", "H", "H", "H", "H", "H", "H", "H", "H", "H", "H", "H", "N", "P", "C", "C", "C", "C", "C", "C", "C", "C", "C", "C", "C", "C", "P", "C", "C", "C", "C", "C", "C", "C", "C", "C", "C", "C", "C", "H", "H", "H", "H", "H", "H", "H", "H", "H", "H", "H", "H", "H", "H", "H", "H", "H", "H", "H", "H", "H", "B", "C", "N", "H", "H", "H", "S", "C", "N", "C", "C", "C", "C", "C", "C", "H", "H", "H", "H", "H", "C", "H", "H"], "positions_angstrom": [[5.713, -18.613, 8.618], [4.357, -24.597, 8.318], [5.130, -23.201, 8.499], [6.535, -23.299, 7.861], [5.084, -22.733, 9.932], [6.190, -22.185, 10.598], [6.152, -21.896, 11.965], [5.022, -22.140, 12.708], [5.022, -21.903, 14.201], [3.870, -22.588, 12.057], [3.886, -22.759, 10.632], [4.550, -25.033, 7.301], [3.286, -24.590, 8.458], [4.792, -25.214, 9.117], [4.624, -22.459, 7.924], [7.270, -23.969, 8.399], [7.017, -22.329, 7.716], [6.417, -23.807, 6.922], [7.109, -21.991, 9.991], [7.047, -21.573, 12.540], [4.108, -21.359, 14.494], [5.947, -21.264, 14.299], [5.036, -22.801, 14.810], [2.985, -22.994, 12.589], [2.985, -22.996, 10.085], [5.507, -15.407, 9.627], [5.125, -16.588, 10.863], [6.228, -16.620, 12.289], [6.077, -17.604, 13.267], [6.698, -17.411, 14.544], [7.620, -16.376, 14.707], [7.890, -15.482, 13.651], [7.154, -15.524, 12.515], [3.723, -15.582, 11.489], [2.483, -16.029, 11.014], [1.335, -15.305, 11.388], [1.417, -14.249, 12.254], [2.647, -13.888, 12.755], [3.844, -14.483, 12.359], [6.399, -15.823, 8.247], [8.119, -15.378, 8.695], [9.144, -16.382, 8.820], [10.474, -15.925, 8.798], [10.759, -14.585, 9.033], [9.714, -13.618, 8.980], [8.394, -14.021, 8.688], [5.922, -14.792, 6.849], [7.039, -14.328, 6.025], [6.786, -13.528, 4.971], [5.573, -12.844, 4.786], [4.512, -13.281, 5.578], [4.645, -14.222, 6.594], [4.847, -14.578, 9.592], [5.454, -18.457, 12.982], [6.582, -18.031, 15.427], [8.194, -16.274, 15.593], [8.651, -14.714, 13.829], [7.275, -14.773, 11.712], [2.457, -16.934, 10.383], [0.390, -15.684, 11.040], [0.564, -13.599, 12.400], [2.725, -13.034, 13.429], [4.854, -14.171, 12.675], [8.845, -17.394, 8.892], [11.264, -16.676, 8.733], [11.827, -14.350, 9.253], [9.992, -12.571, 8.881], [7.626, -13.326, 8.448], [7.994, -14.790, 6.188], [7.543, -13.490, 4.160], [5.289, -12.118, 4.025], [3.544, -12.887, 5.350], [3.417, -15.512, 7.921], [9.999, -19.476, 6.512], [8.508, -19.121, 6.758], [7.393, -19.056, 7.111], [10.484, -18.503, 6.041], [9.995, -20.376, 5.732], [10.527, -19.868, 7.492], [2.971, -18.233, 4.671], [4.344, -18.351, 5.744], [4.139, -18.852, 6.965], [2.765, -19.219, 7.091], [2.323, -19.902, 8.249], [0.997, -20.387, 8.243], [0.147, -20.127, 7.140], [0.643, -19.462, 5.986], [1.950, -18.928, 5.960], [5.297, -18.158, 5.246], [3.036, -20.207, 9.041], [0.550, -20.827, 9.145], [-0.868, -20.546, 7.131], [0.002, -19.406, 5.162], [3.297, -14.803, 7.095], [2.852, -15.348, 6.300], [2.563, -14.045, 7.409]]}


# 2
{"formula": "C4H8NO", "method": "ωB97M-V/def2-TZVPD", "homo_energy_ev": [-12.999, -14.297], "homo_lumo_gap_ev": [9.002, 9.650], "charge": 1, "symbols": ["C", "C", "C", "C", "N", "O", "H", "H", "H", "H", "H", "H", "H", "H"], "positions_angstrom": [[-1.955, 0.154, -0.713], [-2.197, -0.508, 0.426], [-1.036, 0.404, 0.393], [1.391, -0.459, -0.510], [0.418, 0.000, 0.591], [2.681, -0.228, -0.091], [-2.330, 0.375, -1.702], [-2.756, -1.032, 1.154], [-1.096, 2.859, 0.922], [1.109, -1.574, -0.442], [1.181, 0.029, -1.480], [0.449, -0.929, 1.060], [0.822, 0.717, 1.088], [3.318, 0.190, -0.697]]}


ΔE to the lowest compared entry with this formula, charge and spin in kJ/mol, matching the order above: 41.3, 738.5